1.
The following is a DFT calculation (wB97M-V/def2-TZVPD) of an isolated molecule of C22H24N2O5S.

Summary:
ΔE to the lowest compared entry with this formula, charge and spin = 29.2 kcal/mol
DFT total energy = -1736.64186 hartree
gap between HOMO and LUMO = 8.0 eV

```
! wB97M-V def2-TZVPD RIJCOSX def2/J DEFGRID3
* xyz 0 1
C -0.902 -0.980 2.307
C 0.279 -0.267 2.956
N 1.232 0.227 1.974
C 1.141 1.575 1.667
O 0.294 2.288 2.187
C 2.073 2.062 0.677
C 2.977 1.257 0.082
S 3.969 1.938 -1.240
C 3.506 0.837 -2.642
C 2.211 0.078 -2.391
O 2.167 -1.128 -2.456
N 1.168 0.899 -2.104
C -0.098 0.547 -1.615
C -0.856 1.555 -1.023
C -2.109 1.267 -0.509
O -2.892 2.178 0.123
C -2.314 3.405 0.521
C -2.644 -0.036 -0.617
O -3.893 -0.312 -0.085
C -4.980 0.356 -0.695
C -1.864 -1.043 -1.194
O -2.189 -2.353 -1.328
C -3.437 -2.856 -0.906
C -0.590 -0.739 -1.684
C 3.106 -0.110 0.480
C 4.121 -0.942 -0.004
C 4.188 -2.262 0.364
C 3.227 -2.775 1.228
C 2.243 -1.968 1.752
C 2.168 -0.610 1.413
H -1.496 -0.273 1.736
H -1.532 -1.418 3.078
H -0.570 -1.766 1.632
H 0.800 -0.916 3.663
H -0.084 0.612 3.494
H 1.981 3.104 0.409
H 4.307 0.123 -2.829
H 3.406 1.501 -3.501
H 1.366 1.890 -2.068
H -0.453 2.551 -0.949
H -3.072 3.898 1.126
H -1.417 3.240 1.124
H -2.079 4.035 -0.343
H -5.033 0.124 -1.766
H -4.915 1.438 -0.565
H -5.872 -0.019 -0.197
H -3.616 -2.660 0.152
H -4.260 -2.442 -1.495
H -3.380 -3.931 -1.079
H -0.009 -1.536 -2.114
H 4.868 -0.524 -0.660
H 4.973 -2.895 -0.017
H 3.256 -3.819 1.503
H 1.529 -2.404 2.428
*
```

Atom charges from the natural (NBO) analysis, given in e for atoms 1 to 5: atom 1 (C): -0.6215, atom 2 (C): -0.2276, atom 3 (N): -0.3920, atom 4 (C): 0.6392, atom 5 (O): -0.6493

2.
The following is a DFT calculation (wB97M-V/def2-TZVPD) of a cluster of 2 separate species, CH2Cl4Si in total in a non-equilibrium geometry.

Summary:
ΔE to the lowest compared entry with this formula, charge and spin = 66.7 kcal/mol
DFT total energy = -2169.63092 hartree
gap between HOMO and LUMO = 8.7 eV

```
! wB97M-V def2-TZVPD RIJCOSX def2/J DEFGRID3
* xyz 0 1
C 0.028 0.014 -0.593
Si -0.670 0.978 -1.989
Cl 1.273 -1.182 -0.991
Cl 0.138 2.691 -2.379
Cl -2.656 2.014 -0.161
Cl -1.377 -0.147 -3.483
H -0.623 -0.748 -0.016
H 0.523 0.650 0.010
*
```

Atom charges from the natural (NBO) analysis, given in e for atoms 1 to 5: atom 1 (C): -0.9220, atom 2 (Si): 1.5749, atom 3 (Cl): -0.0424, atom 4 (Cl): -0.2674, atom 5 (Cl): -0.6121

no.,E_LUMO (eV)
1,-0.04
2,-1.11